Entry 1:
{
  "formula": "C5H10O2",
  "method": "ωB97M-V/def2-TZVPD",
  "homo_ev": [-6.8, -7.3],
  "charge": 0,
  "elements": ["O", "C", "C", "C", "C", "C", "O", "H", "H", "H", "H", "H", "H", "H", "H", "H", "H"],
  "positions_angstrom": [[2.595, -0.196, -1.131], [1.819, -0.849, -0.154], [0.526, -0.163, 0.142], [-0.736, -0.780, 0.616], [-1.769, -0.330, -0.454], [-0.493, 1.908, 0.340], [0.527, 1.133, 0.008], [2.537, 0.752, -0.953], [2.382, -0.961, 0.790], [1.617, -1.862, -0.525], [-1.148, 0.175, -1.208], [-0.982, -0.460, 1.644], [-0.654, -1.870, 0.649], [-2.586, 0.305, -0.100], [-2.195, -1.189, -0.965], [-1.187, 1.569, 1.093], [-0.451, 2.918, -0.024]]
}

=====

Entry 2:
{
  "formula": "C5H10O2",
  "method": "ωB97M-V/def2-TZVPD",
  "homo_ev": -9.0,
  "charge": 0,
  "smiles": "C=C/C=C(/C)O.O",
  "elements": ["C", "C", "C", "C", "C", "O", "H", "H", "H", "H", "H", "H", "H", "H", "O", "H", "H"],
  "positions_angstrom": [[-0.979, 1.759, -2.905], [-1.255, 1.593, -1.662], [-0.696, 0.493, -0.790], [0.135, 0.597, 0.184], [0.412, -0.806, 0.801], [1.177, 1.436, 0.369], [-1.389, 2.589, -3.477], [-0.120, 1.112, -3.172], [-1.527, 2.426, -1.084], [-1.311, -0.394, -0.890], [1.480, -0.909, 0.459], [-0.290, -1.506, 0.351], [0.508, -0.872, 1.870], [0.893, 2.172, -0.202], [0.957, -3.412, 3.715], [0.190, -3.216, 3.083], [1.813, -3.061, 3.349]]
}

=====

Entry 3:
{
  "formula": "C5H10O2",
  "method": "ωB97M-V/def2-TZVPD",
  "homo_ev": -10.3,
  "charge": 0,
  "smiles": "CO[C@@H](C)O.C#C",
  "elements": ["C", "O", "C", "C", "O", "H", "H", "H", "H", "H", "H", "H", "H", "C", "C", "H", "H"],
  "positions_angstrom": [[1.076, 1.391, -0.881], [0.614, 0.063, -0.738], [1.045, -0.599, 0.466], [0.012, -1.662, 0.812], [2.298, -1.131, 0.182], [0.746, 2.015, -0.047], [2.168, 1.415, -0.921], [0.659, 1.776, -1.808], [1.180, 0.124, 1.284], [0.386, -2.277, 1.626], [-0.923, -1.190, 1.100], [-0.161, -2.300, -0.053], [2.154, -1.544, -0.711], [-2.434, 0.717, -0.460], [-3.212, 1.255, 0.274], [-1.692, 0.244, -1.040], [-3.914, 1.704, 0.915]]
}

=====

Entry 4:
{
  "formula": "C5H10O2",
  "method": "ωB97M-V/def2-TZVPD",
  "homo_ev": -9.8,
  "charge": 0,
  "smiles": "C[C@H]1OCC[C@H]1O",
  "elements": ["C", "C", "O", "C", "C", "C", "O", "H", "H", "H", "H", "H", "H", "H", "H", "H", "H"],
  "positions_angstrom": [[1.786, 0.020, -0.724], [0.877, 0.243, 0.477], [0.178, 1.479, 0.358], [-1.100, 1.197, -0.170], [-1.525, -0.074, 0.554], [-0.211, -0.864, 0.648], [-0.119, -1.930, -0.275], [2.511, 0.834, -0.795], [1.215, 0.006, -1.661], [2.317, -0.932, -0.635], [1.487, 0.325, 1.383], [-1.047, 1.046, -1.263], [-1.743, 2.056, 0.035], [-1.877, 0.188, 1.555], [-2.306, -0.647, 0.048], [-0.101, -1.349, 1.620], [-0.343, -1.598, -1.154]]
}

=====

Relative energy (zero: lowest compared OMol25 entry of this formula, charge and spin): 476.7, 383.2, 349.6, 132.0 (kJ/mol)
Total energy: -346.8438, -346.8795, -346.8923, -346.9751 (Eh)